[1]
{
  "formula": "C22H22N2O6",
  "method": "ωB97M-V with the def2-TZVPD basis set",
  "homo_lumo_gap_ev": 7.898,
  "e_tot_ev": -38414.61377,
  "relative_energy_kj_mol": 2354.4,
  "e_lumo_ev": 0.38,
  "homo_energy_ev": -7.522,
  "spin_multiplicity": 1,
  "max_force_ev_per_a": 19.0,
  "species": ["C", "H", "H", "C", "N", "C", "C", "C", "C", "C", "C", "C", "C", "H", "O", "C", "H", "H", "H", "O", "C", "H", "H", "H", "H", "C", "O", "C", "O", "N", "H", "C", "C", "C", "C", "C", "C", "C", "H", "O", "C", "O", "H", "H", "H", "H", "H", "H", "H", "H", "H", "H"],
  "positions_angstrom": [[0.861653, -0.714483, 4.280186], [0.420825, -1.515518, 3.639589], [1.789480, -0.654099, 4.220156], [0.239423, 0.707356, 3.821815], [0.666406, 1.137148, 2.623701], [0.237475, 0.433330, 1.466181], [0.749982, 0.524246, 0.221275], [1.681679, 1.516744, -0.165077], [2.340639, 2.140140, 0.922820], [3.439449, 2.823102, 0.783172], [4.054718, 3.048979, -0.728731], [3.406425, 2.536702, -1.735106], [2.198519, 1.696409, -1.233880], [1.800342, 1.060794, -2.327425], [3.858672, 2.699700, -2.857986], [3.482128, 1.866168, -3.943709], [3.977429, 2.138956, -4.662403], [3.445201, 0.797853, -3.787085], [2.193013, 2.238445, -4.246766], [5.183957, 3.776254, -0.597520], [5.781303, 4.232109, -1.738151], [6.390691, 3.164408, -2.289048], [6.645276, 4.740074, -1.549304], [5.323385, 4.540175, -2.525383], [3.791767, 3.503802, 1.407127], [1.804207, 1.809404, 2.300306], [2.380631, 2.366603, 3.487775], [-0.194552, -0.103562, -1.165032], [0.556672, -0.693127, -1.902353], [-1.472865, -0.133480, -0.862509], [-1.961316, 0.436776, -0.230526], [-2.405687, -0.700347, -1.752925], [-3.063489, -1.965279, -1.057092], [-2.273524, -2.809773, -0.186873], [-2.832231, -3.857011, 0.486657], [-4.258715, -4.016168, 0.217874], [-5.135626, -2.911285, -0.298674], [-4.285156, -2.225358, -1.030481], [-5.032342, -1.313199, -1.599782], [-6.194791, -3.348766, -0.264500], [-6.339427, -4.653987, 0.777450], [-4.808248, -4.964587, 0.961982], [-6.759903, -5.273172, 0.186559], [-6.887132, -4.247012, 1.744108], [-2.231057, -4.472078, 0.899013], [-1.338584, -2.841450, -0.266406], [-1.743154, -1.314795, -2.437578], [-3.168208, -0.260815, -2.083418], [-0.767585, -0.138196, 1.541364], [-0.664419, 0.737790, 3.709072], [0.598308, 1.544788, 4.385432], [0.436715, -0.796320, 5.237673]],
  "atomic_forces_ev_per_a": [[-9.8, 1.4, -1.6], [0.5, 0.6, 0.4], [8.3, 0.3, -0.2], [9.6, -1.6, 3.9], [2.6, -0.6, -9.1], [-2.6, -1.0, -0.9], [-4.8, -0.3, -1.8], [-2.1, -1.9, 9.7], [-2.5, -2.0, 3.4], [1.7, 0.5, -7.4], [-0.8, 0.5, 8.5], [-5.1, -3.0, 7.6], [5.1, 0.7, -18.3], [0.9, 1.9, 3.8], [1.9, -0.5, -8.3], [-9.8, -0.5, 6.3], [5.4, 2.7, -7.7], [0.3, -0.1, 0.5], [3.8, -1.4, 0.7], [-0.8, 0.6, 0.1], [5.1, -7.2, 1.0], [-1.5, 2.7, 1.3], [1.8, 1.9, 1.1], [-3.9, 2.4, -4.2], [2.0, 2.2, 3.3], [3.1, 4.9, 8.4], [-2.1, -2.7, -6.6], [5.3, 0.4, 5.8], [-1.9, -0.2, -1.7], [-1.8, 0.5, -1.8], [0.7, 1.2, 1.4], [5.9, -9.6, 1.9], [9.1, 0.7, 2.6], [-6.7, 1.0, -1.6], [-6.7, 4.5, -4.8], [5.2, 2.8, 2.5], [15.6, -4.9, 3.1], [-10.7, 7.3, -5.0], [2.0, -2.1, 0.8], [-16.5, -5.0, 1.5], [5.6, 7.1, 4.0], [-6.4, -0.4, 0.0], [-3.1, -4.6, -3.7], [1.4, -1.1, -2.1], [3.5, -4.6, 3.2], [7.9, 0.6, -0.3], [-1.0, 1.6, -0.5], [-5.4, 4.7, -3.1], [2.0, 0.7, 0.4], [-10.4, -0.4, -0.1], [-0.1, 0.0, 1.7], [0.1, -0.6, 1.5]]
}

[2]
{
  "formula": "C22H22N4O3",
  "method": "ωB97M-V with the def2-TZVPD basis set",
  "homo_lumo_gap_ev": 8.524,
  "e_tot_ev": -35271.09081,
  "relative_energy_kj_mol": 496.7,
  "e_lumo_ev": 0.55,
  "smiles": "N[C@@H](Cc1c[nH]c2ccccc12)C(=O)N[C@@H](Cc1c[nH]c2ccccc12)C(=O)O",
  "homo_energy_ev": -7.971,
  "spin_multiplicity": 1,
  "max_force_ev_per_a": 5.6,
  "species": ["C", "C", "C", "C", "C", "C", "C", "C", "C", "C", "C", "C", "C", "C", "C", "C", "C", "C", "C", "C", "C", "C", "H", "H", "H", "H", "H", "H", "H", "H", "H", "H", "H", "H", "H", "H", "H", "H", "H", "H", "H", "H", "H", "H", "N", "N", "N", "N", "O", "O", "O"],
  "positions_angstrom": [[2.255314, 2.299406, 1.242440], [1.186018, 2.753469, 0.069491], [3.403879, 1.695845, 0.500243], [3.040722, 0.707099, -0.389219], [2.921950, 0.635316, -1.744606], [3.125303, -0.666332, 0.128126], [2.932186, -1.479320, -0.968941], [3.222575, -1.226641, 1.420044], [2.913368, -2.905597, -0.846924], [3.127233, -2.639713, 1.595407], [3.039613, -3.415715, 0.423544], [-0.911656, 2.268564, -0.812669], [-1.880452, 2.644456, 0.287419], [-1.559861, 1.092349, -1.739732], [-1.834371, -0.220757, -1.143372], [-0.903565, -1.171832, -0.719615], [-3.111531, -0.737238, -0.694930], [-3.013346, -1.884946, -0.022596], [-4.380878, -0.071483, -0.342738], [-3.987031, -2.630277, 0.605284], [-5.482237, -0.811558, 0.280764], [-5.290611, -2.114333, 0.735679], [1.738003, 0.351201, 2.172508], [0.477021, 1.738972, 2.209752], [2.557941, 3.164284, 1.732631], [4.306744, 1.288625, 1.171303], [3.687374, 2.658620, 0.008783], [2.861247, 1.413466, -2.463162], [3.111767, -1.025028, -3.131401], [3.159920, -0.617287, 2.314526], [3.152106, -3.663729, -1.619697], [3.101756, -3.182940, 2.572857], [3.091196, -4.524422, 0.644435], [0.058835, 0.999385, 0.346281], [-0.847996, 3.094180, -1.501067], [-1.022189, 0.918039, -2.655964], [-2.489651, 1.553046, -2.137302], [0.182200, -1.265895, -0.747704], [-1.331051, -3.190921, 0.157220], [-4.432248, 0.902250, -0.848899], [-3.754403, -3.656235, 0.960788], [-6.543378, -0.349576, 0.235446], [-6.210303, -2.605293, 1.145241], [-3.534119, 3.663636, 0.709588], [1.585692, 1.484833, 2.227945], [2.955928, -0.720454, -2.101914], [0.304092, 1.767258, -0.313515], [-1.578363, -2.138397, 0.029588], [1.198509, 3.875912, -0.417104], [-1.663483, 2.395233, 1.492659], [-2.935754, 3.550492, -0.056903]],
  "atomic_forces_ev_per_a": [[-2.8, -1.3, -1.2], [1.8, 0.3, 1.6], [2.6, 4.1, 2.6], [0.6, -4.2, -1.8], [0.7, -1.4, 1.2], [-1.2, 0.6, 0.0], [1.1, -2.9, -1.1], [-0.9, -1.8, 0.7], [1.3, 0.0, -0.1], [0.0, 1.6, -0.5], [-0.1, -1.6, 1.4], [-2.5, -2.2, -2.4], [-0.7, 2.1, 3.9], [-1.3, 1.9, -0.2], [0.9, -1.6, 1.3], [-1.4, -0.3, 0.5], [-3.6, 4.1, 1.3], [4.2, -2.6, 0.9], [-0.2, -1.6, -1.6], [-1.6, -1.4, 0.9], [0.5, 2.9, -2.0], [0.3, 0.0, -0.2], [-0.9, 4.1, -0.3], [3.5, -1.2, 0.4], [0.5, 1.9, 0.6], [-2.0, 1.3, -1.1], [0.8, -0.9, -0.1], [0.1, 0.4, -0.5], [-0.7, 0.5, 2.9], [0.7, 0.1, -0.1], [-0.8, 1.0, -0.1], [0.2, 1.0, -0.9], [-0.1, 1.3, -0.9], [1.1, 0.8, -0.5], [0.5, 0.4, 0.1], [1.0, 0.4, -0.1], [0.2, -0.4, 0.4], [-0.3, 0.3, -0.3], [0.1, 2.9, -0.4], [-0.9, -0.1, 0.7], [-0.1, 0.9, -0.1], [2.1, -0.7, 0.4], [1.4, 0.0, -0.3], [0.7, -0.3, -0.2], [-3.1, -2.9, 0.4], [-0.6, 0.5, -3.2], [-0.4, 0.3, 1.2], [-1.4, -3.2, 0.0], [0.0, -1.1, 0.3], [-0.8, 0.2, -3.5], [1.6, -2.1, 0.0]]
}

[3]
{
  "formula": "C22H22N4O3S",
  "method": "ωB97M-V with the def2-TZVPD basis set",
  "homo_lumo_gap_ev": 8.738,
  "e_tot_ev": -46109.29304,
  "relative_energy_kj_mol": 115.9,
  "e_lumo_ev": -0.44,
  "smiles": "N#C[C@H](C(=O)c1ccc(S(=O)(=O)N2CCCCCC2)cc1)c1nc2ccccc2[nH]1",
  "homo_energy_ev": -9.181,
  "spin_multiplicity": 1,
  "max_force_ev_per_a": 1.1,
  "species": ["N", "C", "C", "C", "N", "C", "C", "C", "C", "C", "C", "N", "H", "H", "H", "H", "H", "H", "C", "O", "C", "C", "C", "C", "C", "C", "H", "H", "S", "O", "O", "N", "C", "H", "C", "H", "C", "C", "C", "H", "C", "H", "H", "H", "H", "H", "H", "H", "H", "H", "H", "H"],
  "positions_angstrom": [[-5.639064, 0.384063, -2.137806], [-5.195012, 0.306243, -1.086695], [-4.596200, 0.183653, 0.215806], [-3.380221, -0.689440, 0.181441], [-2.617951, -0.891045, 1.214016], [-1.601109, -1.700888, 0.773692], [-0.521517, -2.244316, 1.460607], [0.343529, -3.050792, 0.750407], [0.160065, -3.309651, -0.610288], [-0.904901, -2.779179, -1.310956], [-1.783631, -1.977969, -0.601341], [-2.933013, -1.312857, -0.951365], [-3.374416, -1.305353, -1.856671], [-1.049525, -2.984012, -2.360471], [0.866888, -3.943571, -1.123875], [1.183157, -3.504733, 1.256342], [-0.383061, -2.043044, 2.510475], [-5.342632, -0.224157, 0.909097], [-4.213542, 1.594301, 0.748615], [-4.945834, 2.206589, 1.472009], [-2.856823, 2.020229, 0.341128], [-2.382801, 1.833272, -0.957411], [-1.062238, 2.113609, -1.251363], [-0.222648, 2.567377, -0.250310], [-0.693070, 2.807223, 1.027146], [-2.019489, 2.548900, 1.321850], [-2.412306, 2.713137, 2.313262], [-0.014985, 3.201207, 1.767229], [1.543883, 2.642465, -0.562039], [1.759902, 2.784605, -1.970057], [2.137410, 3.583643, 0.338203], [2.035816, 1.129208, -0.117373], [1.823155, 0.050887, -1.053178], [1.206491, -0.732535, -0.600610], [3.162140, -0.506178, -1.539615], [2.978683, -1.165378, -2.390457], [3.928894, -1.274421, -0.467101], [4.159814, -0.479438, 0.819036], [2.894926, -0.353524, 1.670460], [2.312439, -1.271262, 1.576888], [2.019624, 0.846394, 1.295567], [2.395953, 1.753497, 1.772015], [0.990133, 0.664777, 1.647966], [3.165592, -0.243590, 2.721934], [4.923017, -0.995802, 1.405463], [4.536329, 0.514284, 0.575541], [3.387989, -2.192730, -0.224454], [4.896813, -1.563367, -0.882810], [3.759031, 0.338776, -1.885836], [1.290419, 0.467625, -1.909565], [-0.667684, 1.990413, -2.247470], [-3.048402, 1.492878, -1.737088]],
  "atomic_forces_ev_per_a": [[-0.2, 0.0, -0.5], [-0.3, -0.1, -0.2], [-0.1, -0.1, 0.7], [0.2, -0.5, 0.0], [-0.6, 0.4, 0.3], [0.0, -0.2, -0.7], [0.0, 0.0, -0.1], [0.1, 0.0, 0.2], [0.0, 0.0, -0.2], [0.0, -0.1, -0.1], [0.3, 0.0, 0.5], [-0.2, 0.0, 0.0], [0.0, 0.0, 0.0], [0.0, 0.0, -0.1], [0.1, -0.1, -0.1], [0.1, 0.0, 0.0], [0.0, 0.0, 0.1], [0.2, 0.1, -0.1], [0.0, 0.0, 0.0], [0.0, -0.1, 0.0], [0.5, 0.6, 0.1], [-0.1, 0.1, 0.2], [0.0, 0.0, -0.2], [0.6, 0.0, -0.1], [0.0, 0.1, 0.1], [-0.1, -0.1, -0.2], [0.0, 0.0, 0.1], [0.0, 0.0, 0.2], [0.0, -0.3, 0.1], [-0.2, -0.2, -0.1], [-0.2, -0.1, 0.2], [-0.1, 1.1, -0.3], [0.1, -0.3, -0.7], [-0.1, 0.1, 0.0], [-0.2, -0.2, 0.2], [0.0, 0.0, -0.1], [0.1, 0.3, -0.1], [-0.1, -0.3, 0.1], [0.1, 0.2, -0.2], [0.0, 0.0, 0.1], [0.0, 0.0, 0.7], [0.0, -0.2, 0.2], [0.1, 0.0, 0.0], [-0.1, 0.0, 0.0], [0.0, 0.1, 0.0], [0.2, 0.1, 0.0], [0.0, -0.1, 0.0], [0.0, -0.1, 0.0], [0.0, 0.0, -0.1], [-0.1, -0.2, 0.0], [0.0, 0.0, -0.1], [0.0, 0.0, -0.1]]
}